This record from the Open Molecules 2025 dataset describes a structure of composition C18H28CoN3O7Sb in a non-equilibrium geometry. The level of theory is ωB97M-V with the def2-TZVPD basis set.

The geometry in XYZ format:
```
58
Properties=species:S:1:pos:R:3:mulliken_spin:R:1
C -3.5394 -2.5679 -0.1450 0.000
C -1.5398 -1.1560 0.0590 -0.018
C -0.2728 -0.8136 2.2869 0.000
H -0.6862 -3.1521 0.3827 -0.001
O 1.3224 0.1945 -2.1140 0.006
O 0.6350 -2.1274 -0.7549 0.022
C -1.4953 -1.1091 1.6396 0.006
H -4.4984 -2.5632 -0.6604 0.000
H 0.1932 -2.6520 -2.7091 -0.001
C 1.9828 -0.1530 2.3171 0.000
C 0.9563 -0.7818 4.3798 -0.002
H 2.3876 3.8997 2.2443 0.000
O -0.8152 -0.0891 -0.5186 -0.019
H 1.9847 0.4380 -5.5763 0.000
H -1.5691 1.5831 2.5998 -0.001
C -0.2664 4.5208 -0.1575 0.016
C 2.4031 0.2893 -4.5806 0.000
C -3.8081 -0.2077 -0.1732 0.000
Sb 0.2615 2.7110 0.9135 0.032
N -2.8875 -1.3028 -0.4498 -0.001
N 0.8378 -0.3344 1.6331 -0.009
H 2.1595 1.1422 -3.9481 0.000
H -4.6712 -0.3354 -0.8285 0.000
O -1.4235 1.1423 -0.6637 -0.001
H -1.5464 3.3372 2.8471 0.001
H -1.2275 -2.8216 -1.2933 0.001
C 1.0047 -2.2184 -2.1120 0.003
H -2.9672 -3.4250 -0.4916 0.000
H 1.3950 2.9999 3.3889 -0.001
C 2.1016 -0.3621 3.6676 0.003
H 1.0004 -0.9181 5.4502 0.000
Co 0.9516 0.1855 -0.1513 0.927
H -2.3937 2.6357 1.4453 0.000
H 0.8627 4.5917 2.8188 0.000
H 1.8795 -2.8820 -2.1439 0.002
C 2.0476 -2.1289 -4.7413 0.000
H -1.1003 -1.3522 4.1768 0.001
H 2.1123 -1.8684 -5.7972 0.000
C -0.2000 -1.0033 3.6956 0.003
N 1.8431 -0.9112 -3.9911 0.000
C 3.1164 0.2974 1.4236 0.005
H 0.6346 4.9852 -0.5410 0.000
O 2.7181 0.4918 0.2122 -0.006
H 3.0501 -0.1962 4.1463 0.000
H 1.2201 -2.8279 -4.6154 0.000
H 3.4901 0.1901 -4.6478 0.000
O 4.2528 0.4386 1.8276 -0.001
H 2.9774 -2.6254 -4.4443 0.000
H -3.7143 -2.6750 0.9306 0.000
C 1.4020 -0.8702 -2.7281 0.008
C -0.7126 -2.4089 -0.4209 0.006
H -0.9216 4.2590 -0.9783 0.000
H -3.3135 0.7367 -0.3906 0.000
C 1.3703 3.6743 2.5383 0.016
H -4.1395 -0.2199 0.8713 0.000
H -0.7708 5.2013 0.5171 0.001
O -2.5343 -1.4347 2.2495 -0.002
C -1.5370 2.5471 2.1027 0.003
```

Values from the calculation:
2S+1: 2
<S²>: 0.756
LUMO energy (alpha / beta) in Eh: -0.042 / -0.042
DFT total energy in Eh: -3016.4938
Energy relative to the best compared isomer or geometry (same formula, charge and spin) in kJ/mol: 625.2
HOMO (alpha / beta) in hartree: -0.2567 / -0.2654
Molecular weight in u: 579.13
Total charge: 0

=====

This record from the Open Molecules 2025 dataset describes a cluster of 9 separate species, C18H28FN9O4S in total in a non-equilibrium geometry. The level of theory is ωB97M-V with the def2-TZVPD basis set.

The geometry in XYZ format:
```
61
Properties=species:S:1:pos:R:3:lowdin_charge:R:1
C 0.4480 -2.8389 -0.7040 -0.117
H -4.0862 -4.1995 -5.6368 0.084
H 0.7635 -3.4348 0.2792 0.161
H -0.0481 3.5149 -3.6108 0.088
O -1.7222 -3.7951 -0.4486 -0.018
C 1.2707 -1.4298 -0.6936 -0.100
S -1.7557 -1.2428 -0.5024 0.923
H 3.8144 -1.4018 3.0397 0.086
C 4.2425 -2.0801 -2.8482 -0.262
C 5.6524 -0.3671 2.7080 -0.254
C -5.1055 -3.8908 -5.3816 -0.069
C 4.2589 -0.6781 2.3483 -0.077
N 1.6408 1.0983 -2.3509 0.149
C -0.1038 3.0560 -2.6179 -0.052
F -1.5006 -0.0599 -1.7579 -0.246
H 4.1864 -1.1051 1.3424 0.052
H -3.5351 1.6418 -3.8263 0.070
C 0.8707 1.9623 -2.4688 -0.217
H 3.9520 -1.0507 -4.6961 0.082
C -3.7038 0.8466 -4.5601 -0.086
N 4.0392 -2.9748 -2.1329 0.128
H 0.0649 3.8512 -1.8841 0.088
N -2.2110 0.3712 5.8729 0.123
H -4.7316 0.4939 -4.4242 0.059
H -4.5829 1.2671 6.3710 0.042
C -2.1059 0.7520 4.7787 -0.252
N -5.5372 -1.3619 -5.9865 0.133
H 4.1970 0.0050 -3.3059 0.064
O -3.3164 -1.4826 -0.5176 -0.336
H -3.6481 1.3056 -5.5530 0.084
H -1.1915 1.9961 3.3039 0.086
H 7.3576 2.9767 4.8093 0.082
O -1.4194 -0.7213 0.9126 -0.329
N -6.1845 3.9550 7.0705 0.109
N 6.7535 -0.1215 2.9923 0.120
N -1.0290 -2.7577 -0.9440 -0.330
C -5.1219 1.5520 7.2807 -0.087
H 3.6272 0.2164 2.3662 0.084
H -2.9040 1.6810 3.0297 0.088
C -5.3466 -2.4781 -5.7195 -0.246
H -5.2424 -4.0799 -4.3117 0.084
H -5.8848 0.7864 7.4578 0.081
H -5.7892 -4.5574 -5.9179 0.082
H 8.5138 2.8570 3.4841 0.083
H 5.5625 -0.8638 -4.0045 0.081
O 2.4855 -1.4348 -0.0767 -0.102
H -1.2535 -4.2515 0.3084 0.149
H -4.4090 1.4961 8.1101 0.082
N -1.9592 -1.1111 -4.2931 0.125
C 7.2534 4.5785 3.4014 -0.276
H 0.9024 -3.4931 -1.5971 0.166
H 0.9663 -0.4155 -1.1875 0.070
C -1.9729 1.2340 3.3937 -0.066
H -1.7134 0.4222 2.7060 0.038
H -1.1316 2.7033 -2.4820 0.071
H 6.8108 2.4991 3.2030 0.046
C -5.7155 2.8944 7.1633 -0.274
C 7.4945 3.1657 3.7393 -0.090
N 7.0628 5.6947 3.1345 0.108
C -2.7293 -0.2470 -4.4110 -0.285
C 4.4998 -0.9476 -3.7534 -0.075
```

Values from the calculation:
SMILES: O=CCN(O)S(=O)(=O)F.CC#N.CC#N.CC#N.CC#N.CC#N.CC#N.CC#N.CC#N
LUMO energy in Eh: -0.071
DFT total energy in Eh: -1994.1730
HOMO in hartree: -0.3961
Molecular weight in u: 485.55
Total charge: 0

=====

This record from the Open Molecules 2025 dataset describes a structure of composition C18H28KN4O5Ta in a non-equilibrium geometry. The level of theory is ωB97M-V with the def2-TZVPD basis set.

The geometry in XYZ format:
```
57
Properties=species:S:1:pos:R:3:lowdin_charge:R:1
H -1.9630 1.6427 -2.2713 0.104
H 0.8359 -4.5444 -1.5459 0.117
H -0.0375 3.4924 1.0314 0.075
C -1.0159 -1.2275 -2.5979 -0.126
C 2.7951 -0.7559 0.5085 -0.377
C 0.1226 -1.2382 6.1052 0.042
H -2.5455 -3.1457 -0.7303 0.104
H -1.8571 -3.6627 -2.2922 0.093
H -1.1949 1.6583 7.3962 0.132
K 2.2082 -0.3233 -3.1711 0.845
N -0.5408 -1.4615 -1.1886 -0.253
C 0.0150 3.5712 -2.4217 -0.027
C -1.7476 1.6124 -1.1842 -0.111
H 2.3189 3.8420 -0.9101 0.113
O -0.8225 1.7732 2.4621 0.053
H -1.2869 4.0280 -0.1106 0.086
H -1.0563 3.7877 -2.5033 0.094
C 0.7786 -3.4521 -1.6665 -0.029
Ta -0.2009 -0.0037 0.0880 1.855
C 1.8766 2.8337 -0.9312 -0.045
N 1.7862 -0.1970 0.1042 -0.068
C -0.1214 -3.0948 0.6476 -0.057
C -1.6840 -3.6239 -1.2102 -0.029
C -0.3856 -2.9147 -0.8392 -0.646
C -0.8557 0.9355 6.6578 0.048
H 0.6693 -3.2663 -2.7449 0.074
H -2.1973 0.6769 -0.7436 0.079
H 0.5422 -2.1935 6.4114 0.129
H 2.1883 2.3028 -0.0224 0.074
H -2.2435 2.4768 -0.7108 0.102
H 2.3102 2.3237 -1.8113 0.061
C -0.6610 0.6181 2.8900 -0.489
H -0.9883 -2.8044 1.2678 0.096
O -0.5393 -0.4025 2.0324 -0.217
H -1.3757 2.1861 4.9861 0.131
H -0.8040 -0.1924 -2.9134 0.050
O 3.8509 -1.2513 0.7160 0.199
H -0.5208 -1.9030 -3.3241 0.082
C -0.3073 -0.3006 7.0707 -0.120
H 0.8045 -2.6032 0.9962 0.070
H 1.7294 -3.0188 -1.3296 0.080
H 0.2574 4.8872 -0.0603 0.112
H 0.5606 4.5170 -2.5296 0.111
H 0.0283 -4.1780 0.8138 0.120
C -0.5555 0.2807 4.3372 -0.130
H -2.1037 -1.3931 -2.6895 0.107
H 0.3523 -1.6596 4.0137 0.116
C 0.0026 -0.9377 4.7502 0.000
O 0.3007 -1.6901 8.8024 0.087
O -0.5850 0.2677 9.2810 0.089
H 0.3065 2.9044 -3.2433 0.087
C 0.3718 2.9822 -1.0578 -0.653
C -0.9712 1.2249 5.3001 0.025
H -1.6245 -4.6638 -0.8618 0.110
N -0.2492 1.6553 -0.9234 -0.249
C -0.2069 3.8935 0.0273 -0.022
N -0.1912 -0.5917 8.4572 -0.307
```

Values from the calculation:
LUMO energy in Eh: -0.272
DFT total energy in Eh: -1954.3507
HOMO in hartree: -0.5354
Molecular weight in u: 600.49
Total charge: +2